[1]
{
  "formula": "C12H26ClINP2Pt",
  "method": "ωB97M-V/def2-TZVPD",
  "elements": ["C", "I", "H", "H", "H", "Pt", "P", "C", "C", "H", "H", "H", "H", "H", "H", "C", "H", "H", "H", "P", "C", "C", "H", "H", "H", "C", "H", "H", "H", "H", "H", "H", "Cl", "C", "C", "C", "N", "C", "C", "H", "H", "H", "H", "H"],
  "xyz": [[-1.703, -0.010, -5.690], [-1.688, 0.135, -3.536], [-0.671, 0.069, -6.023], [-2.310, 0.813, -6.062], [-2.136, -0.975, -5.943], [0.000, 0.000, 0.000], [0.139, 2.306, -0.184], [-1.421, 3.263, -0.104], [1.183, 3.085, 1.104], [1.290, 4.161, 0.930], [1.032, 3.964, -1.752], [2.164, 2.602, 1.082], [1.881, 2.387, -1.842], [-1.918, 3.067, 0.850], [0.732, 2.914, 2.085], [0.908, 2.876, -1.746], [-1.229, 4.337, -0.200], [0.280, 2.573, -2.588], [-2.087, 2.939, -0.908], [0.152, -2.307, 0.160], [-1.403, -3.251, 0.379], [0.928, -3.098, -1.299], [2.176, -2.402, 1.458], [1.308, -3.970, 1.539], [0.744, -2.568, 2.495], [1.197, -2.880, 1.551], [1.897, -2.621, -1.467], [1.060, -4.174, -1.142], [-1.206, -4.326, 0.441], [-2.070, -3.052, -0.464], [0.299, -2.929, -2.177], [-1.902, -2.920, 1.294], [2.375, -0.011, -0.231], [-1.880, 0.349, 4.752], [-1.630, 1.469, 4.003], [-1.113, 1.341, 2.706], [-0.795, 0.154, 2.082], [-1.110, -0.930, 2.874], [-1.627, -0.868, 4.176], [-2.283, 0.423, 5.754], [-1.842, 2.449, 4.415], [-1.017, 2.244, 2.282], [-1.010, -1.886, 2.587], [-1.836, -1.777, 4.728]],
  "lowdin_charge": [-0.3659, 1.2255, 0.0444, 0.0379, 0.0354, 0.5936, 0.5474, -0.2336, -0.2227, 0.0826, 0.0762, 0.0419, 0.0341, 0.0284, 0.0287, -0.2493, 0.0781, 0.0084, 0.0478, 0.5571, -0.2332, -0.2436, 0.0415, 0.0825, 0.0278, -0.2240, 0.0317, 0.0752, 0.0777, 0.0554, 0.0410, 0.0270, 0.0326, 0.0492, 0.1145, -0.0002, -0.0199, 0.0008, 0.1154, 0.1584, 0.1656, 0.0314, 0.0313, 0.1659],
  "spin_multiplicity": 5,
  "homo_energy_ev": [-16.705, -18.165],
  "total_energy_ha": -2086.30806,
  "mol_weight_g_mol": 603.7,
  "total_charge": 3,
  "s2": 6.029
}

***

[2]
{
  "formula": "C12H26EuNO5P2S",
  "method": "ωB97M-V/def2-TZVPD",
  "elements": ["Eu", "P", "C", "C", "N", "C", "C", "C", "C", "C", "P", "H", "H", "H", "H", "H", "H", "H", "H", "O", "H", "H", "O", "H", "C", "H", "H", "H", "C", "H", "H", "H", "C", "H", "H", "H", "C", "H", "H", "H", "C", "S", "O", "O", "O", "H", "H", "H"],
  "xyz": [[-0.063, -0.036, 0.575], [-2.569, 0.500, -0.617], [-2.210, 0.896, -2.269], [-0.888, 1.280, -2.672], [0.215, 0.973, -1.890], [1.430, 1.350, -2.326], [1.617, 2.120, -3.477], [0.515, 2.452, -4.268], [-0.740, 2.014, -3.881], [2.680, 1.021, -1.496], [2.517, -0.478, -0.421], [-1.638, 2.264, -4.451], [2.627, 2.454, -3.721], [0.644, 3.049, -5.166], [3.542, 0.893, -2.170], [2.900, 1.884, -0.841], [-2.193, -1.232, -3.900], [-2.983, 1.100, -3.019], [-0.734, -3.403, -2.630], [-1.985, -2.182, -4.042], [-2.534, -2.421, -4.813], [-0.398, -2.280, 0.419], [-0.382, -3.823, -1.812], [0.446, -3.355, -1.612], [2.985, -1.830, -1.554], [4.019, -1.760, -1.909], [2.841, -2.759, -0.981], [2.289, -1.820, -2.408], [3.825, -0.351, 0.848], [3.744, -1.276, 1.442], [4.840, -0.263, 0.441], [3.605, 0.511, 1.499], [-3.217, 1.922, 0.344], [-4.212, 2.218, -0.028], [-3.266, 1.636, 1.411], [-2.508, 2.765, 0.244], [-3.617, -0.976, -0.356], [-3.725, -1.108, 0.737], [-4.608, -0.873, -0.821], [-3.081, -1.853, -0.763], [1.269, 0.923, 3.771], [-0.275, 1.578, 3.030], [-1.079, 0.332, 2.657], [-0.930, 2.475, 3.949], [0.212, 2.160, 1.718], [1.150, 0.778, 4.847], [2.077, 1.634, 3.589], [1.515, -0.040, 3.303]],
  "lowdin_charge": [1.6357, 0.7489, -0.2086, -0.3294, 0.0040, -0.3137, 0.0189, 0.0064, 0.0212, -0.2762, 0.7429, 0.1350, 0.1378, 0.1352, 0.1090, 0.1122, 0.0228, 0.1017, 0.0304, -0.0614, 0.0735, 0.1597, -0.0532, -0.0131, -0.2474, 0.0714, 0.0533, 0.0542, -0.2506, 0.0586, 0.0709, 0.0440, -0.2221, 0.0670, 0.0560, 0.0602, -0.2380, 0.0632, 0.0654, 0.0406, -0.1162, 0.4695, -0.5265, -0.2370, -0.4780, 0.0861, 0.0741, 0.0419],
  "de_lowest_kcal_mol": 128.3,
  "spin_multiplicity": 7,
  "homo_energy_ev": [-14.918, -15.749],
  "total_energy_ha": -2694.31735,
  "mol_weight_g_mol": 510.3,
  "total_charge": 2,
  "s2": 12.046
}

***

[3]
{
  "formula": "C12H26IN5O4P",
  "method": "ωB97M-V/def2-TZVPD",
  "elements": ["C", "C", "C", "I", "N", "C", "N", "C", "N", "N", "C", "C", "C", "O", "N", "P", "O", "O", "O", "C", "C", "C", "C", "H", "H", "H", "H", "H", "H", "H", "H", "H", "H", "H", "H", "H", "H", "H", "H", "H", "H", "H", "H", "H", "H", "H", "H", "H", "H"],
  "xyz": [[-3.789, -0.063, 1.631], [-2.506, -0.907, 1.704], [-1.285, -0.007, 1.605], [-1.104, 1.202, 3.430], [-0.031, -0.638, 1.279], [0.604, -0.465, 0.121], [1.812, -0.927, -0.105], [2.198, -0.536, -1.319], [3.452, -0.843, -1.781], [1.229, 0.174, -1.905], [1.385, 0.767, -3.247], [1.873, 2.227, -3.217], [0.795, 3.304, -3.285], [1.351, 4.515, -3.813], [0.162, 0.227, -1.030], [-1.278, 0.991, -1.489], [-1.379, 1.276, -2.913], [-2.497, 0.101, -1.041], [-1.294, 2.294, -0.620], [0.725, -1.489, 2.248], [1.873, -0.704, 2.930], [-0.109, -2.260, 3.260], [-0.768, -3.503, 2.617], [-3.693, 0.768, 0.940], [-4.061, 0.277, 2.624], [-4.610, -0.675, 1.272], [-2.551, -1.430, 2.651], [-2.511, -1.636, 0.898], [-1.556, 0.818, 0.966], [3.516, -1.790, -2.136], [3.819, -0.188, -2.457], [0.516, 0.640, -3.878], [2.174, 0.216, -3.741], [2.562, 2.378, -2.387], [2.474, 2.348, -4.118], [-0.036, 3.030, -3.918], [0.474, 3.540, -2.270], [2.217, 4.614, -3.409], [-2.570, -0.638, -1.661], [-2.177, 2.692, -0.650], [1.218, -2.288, 1.710], [2.116, 0.186, 2.362], [2.723, -1.367, 3.024], [1.538, -0.398, 3.914], [0.588, -2.642, 3.998], [-0.871, -1.704, 3.792], [-0.960, -3.364, 1.558], [-1.675, -3.782, 3.141], [-0.086, -4.344, 2.716]],
  "lowdin_charge": [-0.1090, -0.2964, -0.6475, 0.9783, -0.0035, -0.2533, 0.2230, -0.3292, 0.1841, 0.0152, -0.0999, -0.1427, -0.2555, -0.0547, 0.0502, 0.4068, -0.2031, -0.0710, -0.0673, -0.3437, -0.0614, -0.2230, -0.0859, 0.0578, 0.0628, 0.0850, 0.0864, 0.1065, 0.0014, 0.1273, 0.1021, 0.1172, 0.1173, 0.1225, 0.1255, 0.1118, 0.1059, 0.0801, 0.1257, 0.1280, 0.1261, 0.0701, 0.0887, 0.0463, 0.1208, 0.0557, 0.0635, 0.0772, 0.0780],
  "de_lowest_kcal_mol": 0.0,
  "spin_multiplicity": 1,
  "smiles": "CC[C@@H](I)N(c1nc(N)n(CCCO)[n+]1P(=O)(O)O)[C@@H](C)CC",
  "homo_energy_ev": -12.268,
  "total_energy_ha": -1686.48450,
  "mol_weight_g_mol": 462.2,
  "total_charge": 1
}

***

[4]
{
  "formula": "C12H26IrN4O5S",
  "method": "ωB97M-V/def2-TZVPD",
  "elements": ["Ir", "C", "O", "C", "C", "O", "C", "C", "O", "C", "H", "H", "H", "H", "H", "H", "H", "H", "H", "H", "H", "H", "H", "H", "C", "N", "C", "C", "O", "N", "C", "C", "H", "H", "H", "H", "H", "H", "H", "H", "H", "H", "H", "H", "O", "N", "S", "C", "N"],
  "xyz": [[0.462, -0.581, 0.413], [1.186, -1.754, -2.463], [0.868, -0.574, -1.741], [-0.049, 0.363, -2.414], [-1.422, 0.262, -1.785], [-1.341, 0.420, -0.358], [-1.563, 1.745, 0.197], [-0.287, 2.546, 0.092], [0.780, 1.618, 0.346], [2.056, 2.246, 0.618], [0.303, -2.213, -2.908], [1.664, -2.438, -1.769], [3.066, -1.097, -3.277], [-0.096, 0.121, -3.476], [0.408, 1.341, -2.294], [-1.866, -0.719, -1.955], [-2.082, 1.019, -2.213], [-1.830, 1.560, 1.234], [-2.400, 2.217, -0.316], [-0.276, 3.339, 0.842], [-0.142, 3.003, -0.891], [1.958, 2.898, 1.485], [2.370, 2.824, -0.251], [2.767, 1.452, 0.824], [-0.502, -3.355, 3.953], [-0.809, -2.214, 3.084], [-1.855, -2.455, 2.090], [-0.285, -0.998, 3.271], [-0.119, -0.171, 2.259], [0.085, -0.547, 4.454], [-0.539, -0.984, 5.712], [1.008, 0.584, 4.584], [-0.332, -4.224, 3.318], [-1.323, -3.583, 4.631], [0.402, -3.162, 4.523], [-2.738, -2.848, 2.595], [-1.528, -3.192, 1.354], [-2.126, -1.529, 1.590], [-1.465, -1.514, 5.516], [-0.771, -0.091, 6.291], [0.139, -1.609, 6.290], [1.643, 0.657, 3.708], [1.627, 0.415, 5.463], [0.453, 1.513, 4.717], [1.735, -3.047, 1.096], [1.226, -2.074, 0.813], [1.773, -2.139, -6.210], [1.971, -1.762, -4.777], [2.143, -1.442, -3.540]],
  "lowdin_charge": [1.4989, -0.1234, -0.2741, -0.0870, -0.1115, -0.2833, -0.0942, -0.1331, -0.3681, -0.0062, 0.1637, 0.1370, 0.2004, 0.1456, 0.1346, 0.1510, 0.1616, 0.1377, 0.1554, 0.1557, 0.1413, 0.1123, 0.1110, 0.0958, -0.0095, -0.1307, -0.0192, -0.4417, -0.1849, -0.0892, 0.0098, 0.0120, 0.1053, 0.1078, 0.1025, 0.1142, 0.0918, 0.0781, 0.0989, 0.1130, 0.1116, 0.0868, 0.1122, 0.1120, 0.1752, -0.2720, 1.2105, -0.5928, 0.0769],
  "de_lowest_kcal_mol": 0.0,
  "spin_multiplicity": 1,
  "homo_energy_ev": -17.619,
  "total_energy_ha": -1569.44390,
  "mol_weight_g_mol": 530.6,
  "total_charge": 3
}

***

[5]
{
  "formula": "C12H26N2O4",
  "method": "ωB97M-V/def2-TZVPD",
  "elements": ["C", "N", "C", "O", "C", "N", "C", "C", "O", "C", "C", "C", "H", "H", "H", "H", "H", "H", "H", "H", "H", "H", "H", "H", "H", "H", "H", "H", "C", "C", "O", "C", "C", "O", "H", "H", "H", "H", "H", "H", "H", "H", "H", "H"],
  "xyz": [[-2.614, 0.080, -1.366], [-1.802, -0.392, -2.490], [-0.588, 0.007, -2.894], [-0.069, -0.569, -3.841], [0.160, 1.188, -2.246], [-0.721, 2.336, -1.944], [-0.678, 3.567, -2.451], [0.375, 3.937, -3.475], [-1.490, 4.402, -2.087], [0.940, 0.752, -0.985], [1.858, -0.451, -1.244], [1.815, 1.895, -0.448], [-3.392, -0.653, -1.146], [-3.098, 1.025, -1.622], [-2.002, 0.208, -0.473], [-2.182, -1.146, -3.043], [0.907, 1.486, -2.979], [-1.450, 2.195, -1.264], [1.364, 3.807, -3.041], [0.262, 3.305, -4.354], [0.240, 4.980, -3.758], [0.228, 0.475, -0.208], [1.267, -1.335, -1.480], [2.530, -0.238, -2.076], [2.452, -0.670, -0.356], [2.528, 2.211, -1.210], [1.197, 2.745, -0.160], [2.361, 1.563, 0.435], [0.865, -0.407, 2.682], [-0.113, -1.461, 3.178], [-0.477, -1.127, 4.515], [0.542, -2.847, 3.135], [-0.384, -3.963, 3.617], [-1.619, -3.923, 2.895], [1.738, -0.354, 3.341], [1.205, -0.651, 1.674], [0.384, 0.575, 2.661], [-1.001, -1.451, 2.536], [-1.170, -1.733, 4.827], [0.842, -3.066, 2.106], [1.447, -2.842, 3.751], [-0.576, -3.853, 4.689], [0.105, -4.931, 3.463], [-2.185, -4.677, 3.134]],
  "lowdin_charge": [-0.0605, 0.0445, -0.4630, 0.0469, -0.1843, 0.1130, -0.5531, 0.0095, 0.0354, -0.3755, -0.0605, -0.0587, 0.0911, 0.0832, 0.0744, 0.1439, 0.1423, 0.1192, 0.0750, 0.0871, 0.0869, 0.1088, 0.0807, 0.0920, 0.0705, 0.0834, 0.0788, 0.0751, -0.0485, -0.4483, -0.0380, -0.1411, -0.2613, -0.0778, 0.0906, 0.0575, 0.0859, 0.1362, 0.0908, 0.1208, 0.1275, 0.1095, 0.1149, 0.0953],
  "de_lowest_kcal_mol": 10.7,
  "spin_multiplicity": 1,
  "smiles": "CNC(=O)[C@@H](NC(C)=O)C(C)C.C[C@H](O)CCO",
  "homo_energy_ev": -9.340,
  "total_energy_ha": -883.32821,
  "mol_weight_g_mol": 262.3
}